A cluster of 9 separate species, C47H41Br3N8O12 in total, computed with ωB97M-V/def2-TZVPD.

## Properties
Calculated total energy ... -10877.8103 Ha
Highest occupied orbital energy ... -9.8 eV
Structure (SMILES) ... O=[N+]([O-])c1ccccc1.O=[N+]([O-])c1ccccc1.O=[N+]([O-])c1ccccc1.O=[N+]([O-])c1ccccc1.O=[N+]([O-])c1ccccc1.O=[N+]([O-])c1ccccc1.BrC(Br)Br.c1ccncc1.c1ccncc1
Frontier orbital gap ... 8.6120 eV

Cartesian coordinates (Å):
O -6.686 0.777 -3.107
C -3.295 2.776 5.042
O -2.808 -2.401 -3.009
C 2.648 -5.542 -3.752
H 4.307 5.085 5.608
N 4.174 -4.215 -5.134
H 3.663 -1.154 -0.169
C -0.027 -2.285 1.058
C -5.806 -3.503 -1.354
C 3.270 -0.142 4.597
O -8.668 -0.120 -2.713
C 0.530 0.009 0.595
H -8.825 0.278 2.012
C 6.413 -3.028 -0.885
C -7.293 0.302 -0.965
C 1.945 -3.341 -2.265
H 1.877 -1.497 1.397
O -4.839 -2.534 -3.747
H 1.224 -6.621 -2.582
O 6.175 0.388 -4.110
Br 1.965 -1.577 3.974
H 0.204 -3.328 1.212
C 5.017 -0.890 -1.847
C -3.942 -4.678 0.280
H -1.224 1.139 -0.141
H -2.327 0.550 2.204
H -3.430 3.422 5.897
O 1.967 2.178 -1.457
H 1.625 3.297 1.779
C -2.227 1.925 5.235
H 7.021 -3.896 -0.675
H 1.087 2.756 4.313
C -1.665 -0.925 -0.012
C -5.666 -0.086 0.788
O -5.883 3.783 2.727
C 2.786 4.284 -2.112
C -3.507 -4.007 -0.815
C -6.248 -4.232 -0.251
C -1.982 1.040 4.203
N 2.709 3.885 5.069
C 1.674 -5.658 -2.775
C 6.782 -2.493 -2.072
N -3.991 -2.704 -2.848
O -5.136 4.833 4.581
N -7.618 0.347 -2.368
H -1.611 2.055 6.112
C -3.983 2.877 3.823
H -5.574 -5.090 1.592
N 1.866 3.423 -1.376
H -2.433 -4.030 -0.929
H -4.162 2.112 1.871
H -5.178 0.081 -1.261
C 3.979 3.818 -2.726
H -6.697 -0.219 2.806
C 3.776 5.261 3.442
H -4.663 -0.244 1.158
C -4.411 -3.446 -1.696
C 3.229 -4.368 -4.051
H 1.741 -2.456 -1.681
C -2.623 1.204 3.011
O 4.735 -3.093 -5.374
C 4.829 4.729 -3.276
Br 3.707 -0.270 6.585
C 2.771 -3.231 -3.435
H -1.045 0.504 4.223
H 3.098 -2.266 -3.791
C 6.127 -1.389 -2.552
H 5.037 -3.063 0.737
H -3.182 -5.165 0.874
H 4.480 2.887 -2.508
O 4.540 -5.251 -5.700
C -8.322 0.294 -0.030
H -2.723 -0.767 -0.157
C 4.580 -1.484 -0.634
H 3.111 7.560 -2.963
H -9.296 0.639 -0.346
C 3.715 4.756 4.767
H 4.409 6.083 3.142
H 3.167 4.824 1.395
H 1.246 0.786 0.817
N -1.278 -2.145 0.527
H 4.475 -0.109 -2.359
H 5.246 6.699 -4.019
O 7.574 -1.247 -4.355
C -5.283 -4.734 0.615
Br 4.996 -0.150 3.538
C 1.281 -4.557 -2.001
H 2.809 0.843 4.522
C -6.723 0.001 1.749
C -8.021 0.176 1.299
H 5.722 4.305 -3.712
C 5.384 -2.510 -0.124
C 2.520 5.642 -2.284
C -5.978 0.102 -0.535
N 6.620 -0.711 -3.804
H -7.310 -4.136 -0.079
C 4.536 6.048 -3.530
N -5.127 3.877 3.738
H 0.812 -4.467 -1.032
H -6.488 -2.924 -1.959
C 2.158 3.562 2.680
C 0.897 -1.224 1.036
O 0.921 3.942 -0.858
C -3.627 2.075 2.809
H 1.606 6.131 -1.979
C 3.341 6.505 -2.959
C 3.043 4.573 2.438
H 7.610 -2.931 -2.611
C -0.789 0.205 0.184
H 2.905 -6.449 -4.279
C 1.955 3.352 4.069

A cluster of 11 separate species, C20H30ClN10O4 in total, computed with ωB97M-V/def2-TZVPD.

## Properties
Calculated total energy ... -2088.5251 Ha
Highest occupied orbital energy ... -7.8 eV
Energy above the lowest of the compared OMol25 structures with the same formula, charge and spin ... 34.7 kcal per mole
Total charge ... -1
Frontier orbital gap ... 9.9228 eV

Cartesian coordinates (Å):
C 3.061 -2.320 -3.071
C -3.328 -1.327 3.832
H 1.459 -3.397 -3.663
N 0.079 1.359 4.962
H -0.796 -1.121 -4.484
H -2.074 0.365 3.738
H -1.033 0.349 -3.644
H -0.273 2.922 2.275
N -3.374 -4.251 0.417
H 1.121 -0.790 3.460
O 0.928 0.565 1.169
O -0.373 -1.175 0.197
N 4.043 -1.737 -3.341
C -0.585 4.872 -1.391
N 0.826 0.137 -5.813
C -4.428 -0.057 -0.154
C -0.878 -4.282 1.035
H 1.841 -3.749 -1.989
H -0.899 5.630 -0.674
H 2.474 2.311 -4.047
H 4.985 1.280 -0.096
C 1.710 -1.678 3.687
N -3.823 -1.305 -3.728
H -0.414 -3.691 0.245
C -2.088 -0.674 3.408
C 2.164 -1.565 5.154
H 1.037 -2.285 -2.406
N 2.113 4.608 -1.567
C 1.829 -2.957 -2.737
H 1.438 2.957 2.535
O -0.993 1.119 0.023
N -4.728 1.074 -0.090
Cl 0.091 0.170 0.073
C 1.400 2.159 -4.151
C 1.022 1.035 -5.111
C -2.692 -0.996 -3.708
C 0.482 3.071 3.047
H 2.638 -1.847 3.139
C -1.237 -0.719 -3.572
H 4.077 2.787 -0.538
H 3.276 1.122 -0.380
H -2.985 -1.437 -0.286
H -0.956 3.958 -0.927
C 4.040 1.820 -0.037
H 1.062 1.840 -3.166
H -0.393 -5.256 0.970
C -4.073 -1.491 -0.312
H -4.204 -2.022 0.631
H -2.135 -0.862 2.335
N 3.622 2.224 2.486
C 3.787 2.027 1.358
N 2.504 -1.411 6.239
C -2.256 -4.224 0.696
H -0.835 -1.014 -2.602
H 0.974 3.133 -4.395
C 0.216 2.129 4.100
H -1.231 -1.237 3.778
H 0.490 4.086 3.444
H -4.492 -2.090 -1.121
H -0.842 -3.811 2.017
N -4.255 -1.891 4.242
H -1.013 5.114 -2.364
H 1.227 -2.644 3.541
O 0.763 0.336 -1.144
C 0.901 4.754 -1.525

The molecule C19H21N3O6S, computed with ωB97M-V/def2-TZVPD.

## Properties
Calculated total energy ... -1750.4039 Ha
Highest occupied orbital energy ... -8.3 eV
Energy above the lowest of the compared OMol25 structures with the same formula, charge and spin ... 114.5 kcal per mole
Structure (SMILES) ... COc1cc(/C=N/N(CCO)C2=NS(=O)(=O)c3ccccc32)cc(OC)c1OC
Frontier orbital gap ... 7.6980 eV

Cartesian coordinates (Å):
N -1.785 1.776 1.305
S -4.195 0.428 3.833
O 0.960 -3.517 -2.437
H -2.971 3.400 1.750
C -0.953 4.083 1.294
C 3.413 -1.080 -4.724
H 2.594 -0.513 -5.172
H 0.747 -2.140 3.652
C 0.138 -0.356 -0.924
H -0.567 -2.389 -0.895
H 3.786 -1.811 -5.443
C -2.451 -1.708 4.662
O 3.018 0.834 -2.883
C -0.857 0.112 0.011
C -2.160 3.164 1.064
O -4.305 1.096 5.095
H 0.193 -0.240 2.221
H -1.280 5.126 1.268
C -0.562 -0.651 2.873
C -1.848 -0.124 2.927
C 2.044 -1.316 -2.757
H -0.528 3.873 2.287
H 1.080 1.541 -1.166
C -2.752 -0.647 3.844
H 4.218 -0.396 -4.450
C 1.093 0.508 -1.465
C -0.248 -1.723 3.693
C -2.442 1.053 2.245
O 2.973 -1.839 -3.614
H -2.506 3.271 0.031
H 1.295 -5.199 -3.448
H 3.204 2.342 -1.466
H -3.182 -2.080 5.361
N -3.587 1.458 2.676
O -5.355 -0.231 3.317
H 2.123 2.710 -2.839
O 0.025 3.945 0.299
C 0.153 -1.693 -1.295
C 1.087 -2.185 -2.203
C -1.181 -2.264 4.565
N -0.860 1.321 0.423
H 1.435 -3.735 -4.450
H 3.884 2.620 -3.087
H 2.737 -4.160 -3.308
H -1.589 -0.623 0.353
H 0.136 2.990 0.158
C 1.659 -4.172 -3.474
H -0.912 -3.104 5.187
C 3.042 2.200 -2.538
C 2.038 0.042 -2.358

A cluster of 2 separate species, C4H10NOS in total, computed with ωB97M-V/def2-TZVPD.

## Properties
Calculated total energy ... -686.6646 Ha
Highest occupied orbital energy ... -3.0 eV
Energy above the lowest of the compared OMol25 structures with the same formula, charge and spin ... 0.0 kcal per mole
Total charge ... -1
Frontier orbital gap ... 6.9484 eV

Cartesian coordinates (Å):
H 2.609 0.782 -0.615
H -1.811 0.006 -0.256
C -2.170 -1.026 -0.268
S 0.296 1.517 1.227
C 0.882 2.053 -0.419
C -1.004 -1.988 -0.303
H 0.626 3.100 -0.569
H 0.128 -0.674 0.849
C 2.381 1.851 -0.601
H 0.842 -2.235 0.422
H 2.924 2.281 0.244
H -2.798 -1.226 -1.134
H -2.745 -1.183 0.643
H 0.355 1.463 -1.173
H 2.756 2.290 -1.529
O -1.026 -3.004 -0.993
N 0.028 -1.646 0.492